Here is a 2-piece molecular cluster, C5H13N overall in a non-equilibrium geometry from the OMol25 dataset. Energies are from ωB97M-V with the def2-TZVPD basis set.

As for the relative energy (zero: lowest compared OMol25 entry of this formula, charge and spin): 110.8 kcal per mole. As for the charge: 0. The calculation puts the max |F| at 6.633 eV Å⁻¹. Its HOMO-LUMO gap is 8.853 eV. The calculated total energy is -6881.391 eV.

XYZ file:
```
19
Properties=species:S:1:pos:R:3:forces:R:3:lowdin_charge:R:1
C -1.3438 -0.8226 -0.8813 0.6 -0.6 2.6 -0.090
C -1.0189 -0.7718 0.5837 -2.2 4.9 3.9 -0.302
C -0.4734 0.3350 1.2920 -3.2 -1.5 -1.6 -0.075
C -0.0346 -1.6553 -0.7160 2.8 -4.6 -2.7 -0.334
C 1.1918 -0.7308 -0.6580 0.7 -1.3 -2.1 -0.126
N 1.1098 2.9855 0.3112 0.5 -0.3 -0.9 0.027
H -1.0814 0.0624 -1.4647 -0.3 0.0 0.3 0.120
H -2.3397 -1.2523 -1.0939 1.0 -0.3 -0.2 0.119
H -1.2522 -1.6269 1.1734 -0.1 -0.7 0.0 0.095
H -0.9896 1.3040 0.9623 1.7 -1.2 0.6 0.083
H 0.0598 0.1427 2.2340 -0.7 0.6 -0.3 0.062
H 2.0163 2.6845 0.6103 0.3 0.1 0.2 -0.002
H 0.0687 -2.4588 -1.5831 0.0 1.8 1.0 0.150
H 0.1656 -2.4589 0.1330 -1.3 1.7 -1.5 0.150
H 1.3532 -0.3787 -1.7166 0.6 -0.2 1.2 0.096
H 0.9196 0.0705 -0.0008 0.6 0.6 -0.2 -0.004
H 2.0301 -1.3044 -0.1776 -0.4 0.7 -0.9 0.097
H 0.9166 3.9381 0.5532 -0.4 -0.1 0.3 -0.002
H 0.4373 2.2518 0.4695 -0.1 0.6 0.3 -0.066
```
Positions in Å, forces in eV/Å.


Here is one molecule with the formula C4H8O2Se in a non-equilibrium geometry from the OMol25 dataset. Energies are from ωB97M-V with the def2-TZVPD basis set.

As for the relative energy (zero: lowest compared OMol25 entry of this formula, charge and spin): 99.4 kcal per mole. As for the charge: 0. The calculation puts the max |F| at 3.904 eV Å⁻¹. Its HOMO-LUMO gap (spin up / spin down) is 8.156 / 7.689 eV. The calculated total energy is -73714.284 eV.

XYZ file:
```
15
Properties=species:S:1:pos:R:3:forces:R:3:lowdin_charge:R:1
C 0.9912 0.6877 0.4996 0.3 -1.3 -2.6 -0.215
C 1.2341 -0.4976 -0.5899 -0.6 0.0 0.3 -0.403
C -0.4496 0.9141 0.6639 1.4 0.2 -3.6 -0.160
C -1.0481 -1.8607 0.1713 -1.5 0.8 -1.2 -0.621
O -1.0834 1.5070 -0.4263 2.8 -1.8 0.0 0.016
O -1.8153 -1.7834 -1.0039 1.6 1.4 0.2 -0.126
Se 0.6516 -2.3633 -0.0024 3.1 1.2 -0.5 0.973
H 1.5550 0.5836 1.3921 0.1 -0.7 1.0 0.091
H 1.5264 1.4868 -0.0235 -0.5 0.5 -0.1 0.111
H 0.6290 -0.1998 -1.4860 0.5 -0.4 0.7 0.060
H 2.2512 -0.6448 -0.9412 0.3 0.4 0.2 0.035
H -0.9051 0.8693 1.5534 -1.8 0.1 3.1 0.064
H -1.3917 -2.3621 1.0321 -1.8 -0.3 0.5 0.012
H -1.8264 1.9841 -0.1791 -2.3 1.2 0.9 0.061
H -1.2035 -1.2589 -1.6276 -1.6 -1.2 1.1 0.102
```
Positions in Å, forces in eV/Å.


Here is a 9-piece molecular cluster, C19H45I2N9O18S overall in a non-equilibrium geometry from the OMol25 dataset. Energies are from ωB97M-V with the def2-TZVPD basis set.

As for the charge: 0. The calculation puts the max |F| at 1.095 eV Å⁻¹. Its HOMO-LUMO gap is 8.495 eV. The calculated total energy is -97712.033 eV.

XYZ file:
```
94
Properties=species:S:1:pos:R:3:forces:R:3:lowdin_charge:R:1
C 3.6439 -3.4421 -0.5023 -0.1 0.5 0.2 -0.111
C 2.4640 -2.6637 -1.0984 0.3 -0.3 0.0 -0.234
C 1.1879 -2.9137 -0.2860 0.3 -0.2 0.2 -0.209
N -0.1001 -2.7967 -0.9736 0.3 0.3 -0.2 0.011
C -0.4953 -1.5296 -1.5558 -0.2 -0.4 -0.1 -0.493
C 0.0198 -0.3584 -0.7421 0.0 0.3 0.5 -0.131
C -0.6573 1.0074 -0.9064 0.5 0.1 0.3 -0.264
C 0.2357 2.1429 -0.3608 -0.2 -0.2 -0.4 -0.546
S -0.2411 2.7855 1.2528 0.0 0.5 0.4 0.734
O 0.0886 -1.5309 -2.9171 0.1 0.1 0.1 -0.054
C 0.6907 -0.4211 -3.3980 1.1 0.2 -0.1 -0.363
O 1.8782 -0.3610 -3.6006 -0.9 -0.2 0.0 0.096
C -2.0354 -1.6870 -1.7383 -0.1 0.1 0.2 -0.618
I -2.8753 -0.4448 -3.2899 0.3 -0.2 -0.6 0.894
C -2.9490 -1.7219 -0.4602 0.1 -0.2 -0.3 -0.756
C -2.3028 -1.8871 0.9116 -0.3 0.0 0.3 -0.185
I -4.3399 -0.0915 -0.2822 -0.3 0.2 0.7 0.831
H 4.5384 -3.3280 -1.1210 -0.1 -0.2 0.0 0.074
H 3.4021 -4.4954 -0.3637 0.1 0.0 -0.1 0.048
H 3.9001 -3.0318 0.4815 0.0 -0.1 0.0 0.081
H 2.7388 -1.6071 -1.1127 -0.2 0.0 -0.2 0.096
H 2.3070 -2.9856 -2.1327 0.0 0.1 0.1 0.112
H 1.2326 -3.9485 0.0726 -0.1 0.1 -0.1 0.121
H 1.1909 -2.3070 0.6258 -0.1 0.0 -0.1 0.118
H -0.0883 -3.4673 -1.7364 -0.2 0.0 0.1 0.135
H -0.0745 -0.6412 0.3093 0.0 0.0 -0.1 0.108
H 1.0972 -0.2493 -0.9006 -0.1 -0.2 -0.2 0.111
H -1.5722 1.0120 -0.3149 -0.2 0.0 -0.4 0.040
H -0.8864 1.2327 -1.9451 -0.1 -0.1 0.1 0.048
H 1.2941 1.8796 -0.3876 0.0 -0.1 0.1 0.073
H 0.1140 3.0156 -1.0093 0.1 0.0 0.2 0.045
H -0.3476 1.6801 2.0000 0.1 -0.3 -0.2 -0.152
H 0.0204 0.4188 -3.6138 -0.1 0.0 0.0 0.100
H -2.1333 -2.6659 -2.2094 0.0 0.1 0.1 0.072
H -3.6260 -2.5630 -0.6119 0.1 0.1 0.0 0.067
H -3.0843 -2.1713 1.6216 0.1 0.0 -0.1 0.071
H -1.5496 -2.6702 0.8994 0.1 0.1 0.0 0.071
H -1.8915 -0.9480 1.2879 0.1 -0.1 -0.1 0.054
C 6.6113 -6.5569 -1.0714 0.2 0.0 0.1 0.044
N 5.2212 -6.6422 -0.5541 0.0 0.0 -0.1 -0.442
O 4.9936 -6.1753 0.5448 0.1 -0.1 0.2 0.034
O 4.3979 -7.1753 -1.2619 -0.1 0.0 -0.1 0.075
H 7.2172 -6.0515 -0.3293 0.0 0.0 0.0 0.096
H 6.9499 -7.5763 -1.2286 0.0 0.0 0.0 0.091
H 6.5884 -6.0084 -2.0080 -0.1 0.0 0.0 0.101
C 2.7687 4.8510 -3.6551 0.1 0.1 0.1 0.050
N 1.3920 4.7676 -3.0965 0.0 0.0 0.0 -0.455
O 1.1784 5.2838 -2.0224 0.0 0.0 0.1 0.068
O 0.5690 4.1714 -3.7595 -0.1 -0.1 -0.1 0.056
H 3.3847 5.4032 -2.9563 0.0 0.0 0.0 0.094
H 3.1217 3.8330 -3.7889 0.0 0.0 0.0 0.101
H 2.6964 5.3549 -4.6137 0.0 0.0 0.0 0.100
C -3.0350 4.9451 0.0395 0.0 -0.2 -0.1 0.030
N -4.1798 5.1395 0.9704 0.0 0.0 0.0 -0.447
O -4.5689 4.1812 1.6043 0.0 -0.1 0.0 0.057
O -4.6615 6.2510 1.0313 0.0 0.1 0.0 0.055
H -2.7296 3.9072 0.0900 0.0 0.0 0.1 0.055
H -3.3854 5.2113 -0.9532 0.0 0.1 0.0 0.104
H -2.2371 5.6094 0.3481 0.0 0.1 0.0 0.077
C -3.2079 9.8265 -0.3792 0.1 0.1 -0.1 0.038
N -2.1562 8.8770 -0.8352 -0.1 0.0 0.0 -0.442
O -1.5628 9.1208 -1.8629 0.0 0.1 -0.1 0.070
O -1.9710 7.9008 -0.1394 0.1 -0.1 0.1 0.047
H -3.2673 10.6374 -1.0936 0.0 0.0 0.0 0.088
H -4.1400 9.2765 -0.3196 0.0 0.0 0.1 0.084
H -2.9173 10.1738 0.6073 0.0 0.0 0.0 0.104
C 6.0847 -8.4243 2.8539 0.0 0.1 0.0 0.047
N 7.2749 -8.5111 1.9652 -0.1 0.0 0.1 -0.442
O 8.3089 -8.0042 2.3426 0.1 0.1 0.0 0.068
O 7.1351 -9.0872 0.9046 -0.1 0.0 -0.1 0.046
H 6.3666 -7.8847 3.7450 0.0 0.0 0.0 0.076
H 5.3090 -7.9020 2.3006 0.0 0.0 0.0 0.084
H 5.7761 -9.4386 3.0834 0.0 0.0 0.0 0.103
C -8.1178 -0.8387 -1.3843 0.0 0.0 0.1 0.022
N -8.4257 -2.2737 -1.6325 0.0 0.1 0.0 -0.457
O -8.1257 -3.0757 -0.7753 0.0 -0.1 0.1 0.064
O -8.9581 -2.5429 -2.6873 -0.1 0.0 -0.1 0.061
H -7.6459 -0.7536 -0.4135 0.0 0.0 0.0 0.060
H -7.4522 -0.5115 -2.1769 0.0 0.0 0.0 0.089
H -9.0566 -0.2951 -1.4241 0.0 0.0 -0.1 0.099
C -7.5235 12.2906 0.6888 0.0 0.1 -0.1 0.050
N -6.4479 11.4174 0.1436 -0.1 0.0 0.1 -0.445
O -5.9248 11.7427 -0.9004 0.1 0.0 -0.1 0.069
O -6.1678 10.4309 0.7890 0.0 -0.1 0.1 0.067
H -7.6612 13.1232 0.0103 0.0 0.0 0.0 0.094
H -8.4192 11.6830 0.7689 0.0 0.0 0.0 0.101
H -7.2020 12.6199 1.6718 0.0 0.0 0.0 0.101
C 7.1988 -8.5409 7.6847 0.0 0.1 0.1 0.049
N 6.1022 -8.1264 6.7680 0.0 0.0 0.0 -0.449
O 5.6198 -7.0273 6.9133 0.0 0.1 0.0 0.080
O 5.7666 -8.9287 5.9197 0.0 -0.1 0.0 0.044
H 7.3866 -7.7292 8.3761 0.0 0.0 0.0 0.095
H 6.8673 -9.4387 8.1967 0.0 0.0 0.0 0.100
H 8.0671 -8.7553 7.0694 0.0 0.0 0.0 0.101
```
Positions in Å, forces in eV/Å.


Here is H16O8 as an isolated structure in a non-equilibrium geometry from the OMol25 dataset. Energies are from ωB97M-V with the def2-TZVPD basis set.

As for the relative energy (zero: lowest compared OMol25 entry of this formula, charge and spin): 279.0 kcal per mole. As for the charge: 0. The calculation puts the max |F| at 15.792 eV Å⁻¹. Its HOMO-LUMO gap is 8.930 eV. The calculated total energy is -16629.914 eV.

XYZ file:
```
24
Properties=species:S:1:pos:R:3:forces:R:3:lowdin_charge:R:1
O 2.0140 0.8878 -0.7966 5.8 1.0 -1.4 -0.037
H 1.0722 0.7307 -0.7289 -0.2 1.2 -0.5 -0.184
H 2.0957 1.5764 -1.4564 0.5 0.3 0.0 0.046
O -1.9675 0.8111 0.5302 -3.9 0.6 1.3 -0.055
H -2.4733 0.6503 -0.2663 -0.5 0.1 0.0 0.026
H -1.1089 0.4279 0.3507 -0.5 0.0 0.3 -0.110
O -0.8929 2.7966 -0.9912 0.3 0.7 -0.8 -0.048
H -0.9530 1.8438 -0.9228 0.0 0.1 0.5 -0.021
H -1.6728 3.0515 -1.4841 -0.2 0.3 0.0 0.031
O -0.3108 -1.1732 -1.4192 -5.3 -6.9 -13.2 0.285
H 0.0731 -1.5817 -2.1951 0.5 -0.3 -0.8 0.191
H -1.2558 -1.2542 -1.5480 -0.8 0.0 0.4 0.194
O 0.0222 0.3898 -0.3230 -1.7 4.9 3.3 -0.044
H -0.0092 -0.3311 -0.9519 1.2 4.0 0.8 -0.248
H 0.4986 0.0335 0.4270 0.5 -0.4 0.7 -0.027
O -0.5735 -0.8382 2.3239 -3.3 -0.5 1.9 -0.066
H 0.1921 -0.8219 1.7497 -1.4 -2.6 0.4 -0.115
H -0.2894 -1.3389 3.0886 -0.1 -0.1 0.1 0.056
O 1.2666 -0.1310 1.5774 5.0 2.3 0.5 0.010
H 0.6882 0.5568 1.9071 0.0 0.8 1.2 0.122
H 2.0068 0.3406 1.1955 1.0 0.2 -0.6 0.109
O 0.2778 -2.2170 0.2794 1.7 -3.0 3.0 -0.013
H 0.2112 -1.6947 -0.5200 1.0 -2.1 2.4 -0.172
H 1.0885 -2.7148 0.1740 0.3 -0.4 0.5 0.068
```
Positions in Å, forces in eV/Å.


What is the charge in the third record? 0


Which formula does entry 1 have? C5H13N


Among the records above, which one has the lowest max |F|? C19H45I2N9O18S